1.
{
  "formula": "C25H47FIN4O8PS",
  "method": "ωB97M-V with the def2-TZVPD basis set",
  "elements": ["C", "C", "O", "N", "C", "N", "C", "C", "O", "F", "P", "O", "O", "N", "C", "C", "C", "O", "O", "C", "C", "C", "C", "C", "C", "C", "C", "C", "O", "C", "C", "C", "C", "C", "N", "C", "C", "O", "C", "S", "H", "H", "H", "H", "H", "H", "H", "H", "H", "H", "H", "H", "H", "H", "H", "H", "H", "H", "H", "H", "H", "H", "H", "H", "H", "H", "H", "H", "H", "H", "H", "H", "H", "H", "H", "H", "H", "H", "H", "H", "H", "H", "H", "H", "H", "H", "H", "I"],
  "coordinates": [[5.577, 2.872, -0.424], [4.370, 2.581, -1.542], [3.099, 2.914, -0.827], [2.158, 2.008, -1.150], [0.815, 2.749, -0.974], [0.299, 3.353, -2.091], [1.026, 3.311, -3.439], [0.443, 4.418, -4.524], [-0.391, 4.030, -5.495], [0.918, 5.843, -4.366], [-1.273, 4.188, -2.025], [-2.371, 3.540, -3.212], [-1.112, 5.929, -2.143], [0.200, 2.672, 0.398], [-0.476, 1.323, 0.486], [-1.072, 1.178, 2.005], [-2.358, 0.127, 2.126], [-3.445, 0.168, 1.340], [-2.357, -0.902, 3.196], [0.676, 0.183, 0.102], [0.277, -0.584, -1.330], [-1.208, -1.278, -1.305], [-1.215, -2.874, -0.919], [-2.463, -3.626, -1.737], [-3.791, -3.813, -0.791], [-4.769, -2.472, -0.734], [-5.508, -2.461, 0.735], [-6.388, -1.111, 1.051], [-6.231, -0.709, 2.484], [-7.066, 0.469, 2.791], [0.819, -1.012, 1.216], [1.875, -2.203, 0.835], [3.041, -2.460, 2.006], [4.523, -1.876, 1.559], [5.656, -2.865, 1.721], [6.978, -2.136, 1.402], [7.552, -0.844, 2.240], [7.735, -2.550, 0.352], [2.171, 0.828, -0.154], [3.068, 1.304, 1.456], [6.558, 3.171, -1.003], [5.181, 3.731, 0.270], [5.686, 1.858, 0.181], [4.392, 1.412, -1.772], [4.507, 3.243, -2.502], [2.178, 3.490, -3.341], [0.902, 2.200, -3.856], [-1.993, 2.665, -3.562], [-1.954, 6.310, -2.551], [-0.426, 3.469, 0.630], [-1.385, 1.330, -0.251], [-0.248, 0.987, 2.839], [-1.533, 2.245, 2.281], [-3.196, -1.475, 3.139], [0.228, 0.286, -2.147], [1.108, -1.320, -1.702], [-1.628, -1.208, -2.421], [-2.000, -0.737, -0.635], [-1.527, -2.938, 0.229], [-0.181, -3.417, -1.077], [-2.047, -4.723, -1.960], [-2.679, -3.133, -2.785], [-4.486, -4.693, -1.184], [-3.503, -4.053, 0.320], [-5.619, -2.625, -1.543], [-4.210, -1.470, -0.973], [-6.267, -3.377, 0.753], [-4.698, -2.643, 1.579], [-6.085, -0.177, 0.406], [-7.548, -1.279, 0.898], [-7.176, 1.204, 1.877], [-6.545, 1.077, 3.664], [-8.148, 0.185, 3.203], [1.102, -0.639, 2.302], [-0.252, -1.522, 1.326], [2.466, -2.053, -0.163], [1.293, -3.231, 0.741], [2.710, -1.978, 3.026], [3.186, -3.622, 2.234], [4.526, -1.450, 0.446], [4.728, -0.939, 2.262], [5.556, -3.526, 0.894], [6.709, -0.058, 2.543], [8.308, -0.235, 1.558], [8.128, -1.160, 3.236], [2.889, 0.024, -0.667], [2.160, 1.821, 2.394], [-8.948, -1.237, 0.543]],
  "fmax_ha_per_bohr": 0.2394,
  "gap_ev": 1.50,
  "total_energy_ha": -2937.98701,
  "lumo_ev": -2.83,
  "homo_ev": -4.33
}

---

2.
{
  "formula": "C25H48FINO13PS",
  "method": "ωB97M-V with the def2-TZVPD basis set",
  "elements": ["C", "C", "O", "O", "C", "O", "C", "N", "P", "O", "I", "S", "O", "O", "F", "H", "H", "H", "H", "H", "H", "C", "C", "C", "O", "H", "H", "H", "H", "H", "H", "C", "C", "C", "O", "H", "H", "H", "H", "H", "H", "C", "C", "C", "O", "H", "H", "H", "H", "H", "H", "C", "C", "C", "O", "H", "H", "H", "H", "H", "H", "C", "C", "C", "O", "H", "H", "H", "H", "H", "H", "C", "C", "C", "O", "H", "H", "H", "H", "H", "H", "C", "C", "C", "O", "H", "H", "H", "H", "H", "H"],
  "coordinates": [[-1.589, 4.226, 3.278], [-0.346, 3.908, 2.499], [-0.373, 3.184, 1.545], [0.880, 4.520, 2.865], [1.360, 4.082, 4.067], [1.176, 4.678, 5.095], [2.191, 2.810, 4.073], [1.358, 1.659, 3.686], [2.132, 0.657, 2.399], [0.998, -0.373, 1.929], [2.454, 2.088, 0.416], [0.804, 0.773, 4.956], [0.986, 1.474, 6.168], [-0.528, 0.386, 4.681], [1.672, -0.515, 4.965], [-1.883, 3.379, 3.885], [-2.328, 4.488, 2.543], [-1.388, 5.079, 3.910], [2.972, 2.911, 3.318], [2.701, 2.696, 5.012], [1.208, -1.256, 2.262], [-0.675, 7.255, 0.669], [-1.239, 7.662, 2.008], [-0.824, 9.008, 2.550], [-1.989, 6.939, 2.618], [-1.053, 6.270, 0.401], [-0.977, 7.971, -0.097], [0.415, 7.213, 0.720], [-1.133, 9.798, 1.864], [0.259, 9.040, 2.680], [-1.299, 9.172, 3.514], [-2.169, 0.019, 1.802], [-2.670, -1.272, 1.215], [-4.087, -1.678, 1.547], [-1.967, -1.963, 0.513], [-1.147, 0.182, 1.484], [-2.783, 0.857, 1.465], [-2.194, -0.040, 2.892], [-4.785, -0.921, 1.188], [-4.197, -1.795, 2.625], [-4.315, -2.626, 1.064], [-0.308, -3.526, -1.698], [1.039, -4.192, -1.566], [1.565, -4.919, -2.779], [1.671, -4.146, -0.535], [-0.572, -3.042, -0.764], [-0.271, -2.773, -2.487], [-1.070, -4.272, -1.935], [1.675, -4.224, -3.615], [0.884, -5.724, -3.058], [2.538, -5.347, -2.548], [-5.976, 3.131, 0.221], [-5.222, 4.145, 1.047], [-6.041, 5.112, 1.867], [-4.016, 4.182, 1.051], [-5.268, 2.504, -0.315], [-6.587, 2.501, 0.870], [-6.616, 3.639, -0.502], [-6.654, 4.566, 2.585], [-6.684, 5.704, 1.214], [-5.374, 5.780, 2.407], [4.331, -6.407, -5.656], [3.184, -5.645, -6.276], [3.513, -4.371, -7.006], [2.045, -6.043, -6.189], [3.948, -7.298, -5.163], [5.041, -6.707, -6.428], [4.835, -5.784, -4.916], [4.187, -4.580, -7.840], [3.978, -3.658, -6.325], [2.597, -3.937, -7.391], [3.420, -4.781, 2.416], [4.191, -3.505, 2.636], [5.623, -3.634, 3.093], [3.685, -2.423, 2.452], [2.412, -4.543, 2.086], [3.906, -5.382, 1.647], [3.366, -5.349, 3.347], [6.202, -4.188, 2.354], [5.662, -4.153, 4.052], [6.056, -2.643, 3.210], [-0.769, -3.599, -6.804], [-0.030, -2.573, -5.982], [-0.864, -1.618, -5.163], [1.177, -2.521, -5.981], [-0.053, -4.220, -7.338], [-1.369, -4.236, -6.153], [-1.418, -3.101, -7.527], [-1.470, -2.173, -4.445], [-1.516, -1.038, -5.817], [-0.210, -0.937, -4.622]],
  "fmax_ha_per_bohr": 0.0576,
  "gap_ev": 8.79,
  "smiles": "CC(=O)OC(=O)CN(P(O)I)S(=O)(=O)F.CC(C)=O.CC(C)=O.CC(C)=O.CC(C)=O.CC(C)=O.CC(C)=O.CC(C)=O",
  "total_energy_ha": -3151.37376,
  "lumo_ev": 0.21,
  "homo_ev": -8.57
}

---

3.
{
  "formula": "C25H48IN3O5PS",
  "method": "ωB97M-V with the def2-TZVPD basis set",
  "elements": ["C", "C", "C", "C", "C", "C", "O", "C", "C", "O", "N", "O", "C", "N", "C", "I", "C", "C", "P", "C", "C", "C", "C", "N", "C", "C", "C", "S", "C", "C", "O", "C", "C", "H", "H", "H", "H", "H", "H", "H", "H", "H", "H", "H", "H", "H", "H", "H", "H", "H", "H", "H", "H", "H", "H", "H", "H", "H", "H", "H", "H", "H", "H", "H", "H", "H", "H", "H", "H", "H", "H", "H", "H", "H", "H", "C", "C", "O", "H", "H", "H", "H", "H", "H"],
  "coordinates": [[1.107, -0.923, -2.170], [0.350, -0.730, -1.261], [-0.567, -0.599, -0.062], [-0.501, -1.877, 0.763], [0.341, -3.034, 0.163], [1.850, -2.908, 0.387], [2.504, -3.183, -0.886], [3.818, -3.567, -0.707], [4.750, -2.477, -0.210], [4.166, -4.671, -0.981], [-0.132, 0.706, 0.586], [1.201, 0.500, 1.019], [-0.312, 1.655, -0.442], [0.393, 2.773, -0.521], [1.375, 3.117, 0.544], [0.396, 3.279, 2.503], [2.122, 4.418, 0.286], [3.202, 4.621, 1.400], [0.211, 3.837, -1.912], [-0.448, 5.497, -1.471], [-1.312, 5.494, -0.185], [1.733, 3.890, -2.928], [2.643, 2.637, -2.755], [-1.306, 1.214, -1.268], [-2.365, 2.117, -1.748], [-1.904, -0.032, -0.633], [-2.962, 0.415, 0.386], [-3.307, -0.724, 1.768], [-2.519, 0.116, 3.182], [-3.553, 0.915, 3.995], [-2.317, -0.802, -1.723], [-3.264, -1.837, -1.440], [-4.724, -1.408, -1.715], [1.882, -1.108, -2.874], [-1.478, -2.301, 0.964], [-0.071, -1.680, 1.749], [0.085, -3.235, -0.874], [0.012, -3.911, 0.723], [2.156, -1.926, 0.745], [2.192, -3.693, 1.068], [5.751, -2.875, -0.083], [4.413, -2.088, 0.751], [4.705, -1.653, -0.923], [1.194, 0.787, 1.944], [2.104, 2.325, 0.667], [2.687, 4.394, -0.646], [1.481, 5.294, 0.343], [2.825, 5.280, 2.179], [3.475, 3.675, 1.869], [4.095, 5.082, 0.982], [0.383, 6.205, -1.370], [-1.016, 5.838, -2.336], [-0.692, 5.762, 0.667], [-1.740, 4.503, -0.047], [-2.101, 6.235, -0.284], [2.340, 4.766, -2.676], [1.441, 3.967, -3.971], [2.768, 2.141, -3.713], [3.623, 2.909, -2.366], [2.222, 1.920, -2.047], [-2.707, 2.831, -0.998], [-3.204, 1.544, -2.133], [-2.003, 2.710, -2.583], [-3.921, 0.615, -0.080], [-2.657, 1.356, 0.846], [-2.067, -0.626, 3.841], [-1.712, 0.765, 2.833], [-3.852, 1.805, 3.440], [-3.177, 1.177, 4.983], [-4.450, 0.307, 4.118], [-3.140, -2.282, -0.453], [-3.043, -2.628, -2.156], [-4.866, -0.334, -1.625], [-4.958, -1.660, -2.750], [-5.400, -1.982, -1.083], [1.202, -8.087, 1.822], [0.055, -7.680, 0.917], [-0.054, -6.259, 0.816], [1.068, -7.666, 2.819], [1.268, -9.172, 1.906], [2.152, -7.713, 1.432], [-0.893, -8.038, 1.316], [0.185, -8.102, -0.083], [0.773, -5.926, 0.453]],
  "fmax_ha_per_bohr": 0.0631,
  "gap_ev": 8.08,
  "charge": 1,
  "total_energy_ha": -2558.65792,
  "lumo_ev": -3.03,
  "homo_ev": -11.11
}

---

4.
{
  "formula": "C25H48InN9O3PSSeSi3",
  "method": "ωB97M-V with the def2-TZVPD basis set",
  "elements": ["In", "N", "N", "C", "N", "S", "H", "H", "H", "H", "H", "C", "O", "Si", "C", "C", "C", "Si", "C", "C", "C", "Si", "C", "C", "C", "H", "H", "H", "H", "H", "H", "H", "H", "H", "H", "H", "H", "H", "H", "H", "H", "H", "H", "H", "H", "H", "H", "H", "H", "H", "H", "H", "Se", "N", "C", "C", "C", "C", "C", "N", "C", "C", "N", "C", "C", "C", "C", "C", "N", "H", "H", "H", "H", "H", "H", "N", "C", "P", "O", "O", "C", "N", "H", "H", "H", "H", "H", "H", "H", "H", "H", "H"],
  "coordinates": [[0.440, 0.227, 0.171], [2.373, -0.177, 1.538], [3.444, 0.786, 1.524], [3.191, 2.023, 1.018], [4.182, 2.908, 1.264], [1.851, 2.354, 0.048], [2.069, -0.336, 2.507], [2.724, -1.075, 1.222], [4.369, 0.355, 1.494], [5.057, 2.650, 1.728], [4.074, 3.900, 0.976], [-3.453, -0.655, -1.265], [-2.185, -0.922, -0.640], [-1.204, -1.851, -1.704], [-2.009, -1.846, -3.381], [-1.422, -3.560, -1.030], [0.436, -0.986, -1.688], [0.790, 0.113, -3.338], [0.452, -0.910, -4.860], [-0.141, 1.780, -3.410], [2.610, 0.684, -3.524], [1.895, -2.142, -1.592], [1.701, -3.404, -0.141], [3.555, -1.270, -1.307], [2.090, -3.194, -3.181], [-4.057, -0.003, -0.638], [-3.951, -1.603, -1.291], [-3.215, -0.373, -2.275], [-3.004, -2.320, -3.419], [-1.349, -2.380, -4.058], [-2.075, -0.803, -3.795], [-2.517, -3.840, -1.076], [-0.944, -3.699, -0.064], [-0.919, -4.282, -1.643], [1.157, -0.776, -5.628], [-0.418, -0.448, -5.272], [0.364, -1.950, -4.800], [-1.206, 1.768, -3.558], [0.361, 2.311, -4.198], [0.023, 2.409, -2.513], [3.278, -0.107, -3.775], [3.110, 1.250, -2.754], [2.498, 1.331, -4.427], [1.029, -3.018, 0.615], [2.692, -3.683, 0.345], [1.275, -4.329, -0.559], [3.358, -0.222, -0.966], [4.195, -1.174, -2.147], [4.226, -1.706, -0.562], [1.039, -3.606, -3.270], [2.717, -4.147, -3.131], [2.308, -2.722, -4.114], [-1.805, 7.542, 2.738], [-0.799, 6.244, 3.501], [-0.929, 5.190, 2.698], [-0.362, 3.862, 2.999], [0.489, 3.638, 4.055], [0.926, 2.347, 4.334], [0.470, 1.331, 3.484], [-0.291, 1.575, 2.388], [-0.688, 2.816, 2.151], [-1.378, 2.982, 0.904], [-1.431, 1.925, 0.055], [-1.995, 2.094, -1.102], [-2.544, 3.333, -1.502], [-2.580, 4.384, -0.595], [-1.822, 4.244, 0.570], [-1.691, 5.372, 1.517], [-2.295, 6.532, 1.385], [0.631, 4.512, 4.728], [1.525, 2.032, 5.152], [0.645, 0.254, 3.719], [-1.989, 1.286, -1.809], [-2.989, 3.448, -2.490], [-3.011, 5.327, -0.826], [-2.647, -0.082, 2.101], [-2.568, -1.292, 2.924], [-0.805, -1.959, 2.962], [-0.154, -1.894, 4.299], [-0.196, -1.362, 1.725], [-0.957, -3.804, 2.699], [0.081, -4.498, 3.578], [-2.595, -0.294, 1.081], [-1.854, 0.516, 2.256], [-3.489, 0.469, 2.277], [-3.283, -1.975, 2.525], [-2.922, -1.031, 3.978], [-0.716, -4.161, 1.703], [-1.883, -4.249, 2.978], [0.208, -3.962, 4.423], [0.998, -4.547, 3.142], [-0.167, -5.472, 3.837]],
  "fmax_ha_per_bohr": 0.0488,
  "gap_ev": 7.73,
  "charge": 3,
  "e_above_lowest_kcal_mol": 34.7,
  "total_energy_ha": -5898.87396,
  "lumo_ev": -8.13,
  "homo_ev": -15.85
}